98
Properties=species:S:1:pos:R:3:lowdin_charge:R:1 method="wB97M-V/def2-TZVPD" charge=+1 homo_energy_ev=-9.17 homo_lumo_gap_ha=0.236 total_energy_ha=-6733.59196
Pt -0.04102 0.00164 -0.21709 0.47
As -1.02108 0.74497 -2.45993 1.06
As -1.28118 2.16021 0.67639 1.09
P 2.33750 0.23986 -0.32804 0.93
P -1.63577 -1.76318 0.35537 0.97
N 0.59101 -0.90760 1.71387 -0.11
C -2.46578 1.97135 2.21683 -0.27
C -1.43174 -0.87453 4.82343 -0.03
C -3.39734 2.31069 -2.98626 -0.11
C -3.36624 -1.92204 -0.29413 -0.51
C -1.89421 -0.54739 -3.63262 -0.26
C -2.55278 2.58820 -0.75005 -0.43
C 2.35682 -1.83081 3.12369 -0.02
C 1.91650 -1.05145 2.03183 -0.31
C -3.82768 -1.56625 5.27125 -0.04
C 2.80358 2.64827 0.92828 -0.11
C 3.17485 -0.77607 -1.64717 -0.52
C -1.67786 -1.51152 2.14139 -0.32
C 2.90452 -0.47511 1.22145 -0.31
C -1.31192 -4.50890 1.08883 -0.08
C -2.45972 1.99025 -2.00748 -0.42
C -0.14214 1.80484 -3.84456 -0.26
C -4.21411 -3.12762 0.11728 -0.09
C -0.43821 -1.05815 2.62473 -0.35
C -0.81714 -3.41788 0.14140 -0.52
C 3.69376 -1.92589 3.43807 -0.03
C -4.11435 -0.60923 -0.03987 -0.11
C 2.72270 -2.22546 -1.44368 -0.12
C 4.66707 -1.23835 2.70579 -0.27
C 4.24678 -0.53004 1.59404 -0.06
C -0.88690 -3.84404 -1.32524 -0.11
C -4.42694 3.19898 -2.72631 -0.06
C -0.34669 -0.71343 3.97996 -0.02
C 6.11680 -1.31144 3.09747 -0.05
C -3.58212 3.49235 -0.50248 -0.10
C 4.69402 -0.68281 -1.73343 -0.10
C 3.09873 1.92516 -0.38602 -0.53
C -4.51797 3.79534 -1.47724 -0.06
C -2.64637 -1.36989 4.35980 -0.27
C 2.49152 2.67559 -1.57295 -0.13
C -2.75349 -1.66253 3.00387 -0.06
C -0.63693 3.97262 1.06694 -0.28
H -3.19256 -1.99664 -1.37316 0.07
H 0.24602 2.73190 -3.42846 0.02
H 0.57674 -0.29167 4.35340 0.12
H -1.33939 -0.59573 5.86635 0.12
H -0.07244 3.95379 1.99871 0.03
H 2.74367 -0.41007 -2.58654 0.10
H -4.43662 -0.54239 0.99984 0.07
H -3.66514 3.96334 0.46954 0.10
H -2.45030 -0.05102 -4.42445 0.03
H 3.06350 3.70484 0.84421 0.09
H 6.45340 -2.34916 3.12916 0.08
H 6.74728 -0.76570 2.39726 0.08
H -5.00252 -0.55079 -0.67055 0.09
H -3.11041 1.10453 2.08826 0.01
H 0.67865 1.23119 -4.27418 0.03
H 3.02701 -2.84685 -2.28703 0.09
H 1.63541 -2.27397 -1.34814 0.02
H -3.48566 0.25342 -0.26367 0.03
H 3.16631 -2.63924 -0.53622 0.08
H 5.04300 0.34526 -1.83177 0.07
H 4.17827 1.82504 -0.51430 0.10
H 4.98585 0.00056 1.00506 0.11
H -3.55345 -1.44071 6.31685 0.08
H -3.32786 1.86548 -3.97152 0.09
H -1.90386 -4.12348 -1.60712 0.07
H 5.16552 -1.14145 -0.86589 0.07
H -0.60242 -5.33782 1.07734 0.09
H -5.15292 3.42899 -3.49442 0.11
H 0.00640 4.33822 0.26827 0.02
H -3.88516 -4.04388 -0.36962 0.07
H -1.38632 -4.14365 2.11302 0.07
H 1.41413 2.78201 -1.41790 0.04
H 0.22654 -3.20021 0.38785 0.09
H -1.48472 4.64712 1.18234 0.03
H 4.00335 -2.53975 4.27572 0.12
H -0.24642 -4.71043 -1.49415 0.09
H 3.37126 2.22013 1.75305 0.07
H -1.85359 1.81176 3.10505 0.03
H -0.86673 2.03341 -4.62400 0.04
H -2.56570 -1.19160 -3.07070 0.01
H 2.65020 2.13742 -2.51047 0.07
H -4.61281 -0.84335 5.03955 0.08
H -3.07382 2.86280 2.36683 0.03
H 6.27051 -0.89460 4.09442 0.08
H 2.93089 3.66893 -1.67039 0.09
H 1.62320 -2.38064 3.69698 0.11
H -4.24783 -2.56473 5.14482 0.08
H -1.11526 -1.16136 -4.08451 0.04
H 5.02949 -1.23009 -2.61577 0.09
H -4.21914 -3.29620 1.19139 0.07
H -2.28250 -4.90130 0.78936 0.06
H -5.31956 4.48999 -1.26410 0.11
H -3.70678 -2.02040 2.63724 0.10
H -0.55303 -3.03788 -1.98441 0.05
H 1.74049 2.56874 1.16948 0.03
H -5.24339 -2.94256 -0.19475 0.09